Entry 1:
This record from OMol25 describes the molecule CH2O at a distorted geometry. The level of theory is wB97M-V/def2-TZVPD.

total charge	0
molecular weight	30.0	g/mol
SMILES	C=O
Kohn-Sham gap	11.08	eV
E_HOMO	-10.221	eV
energy above the lowest of the compared OMol25 structures with the same formula, charge and spin	5.8	kcal per mole
energy	-3115.679	eV

Positions of all 4 atoms, in Å:
H1 -1.29 -0.91 0.05
C1 -0.51 0.00 -0.02
H2 -1.13 0.97 0.04
O1 0.68 -0.01 0.01

Table of Mulliken atomic charges, one value per atom, all in e: 0.178 -0.001 0.185 -0.362

Entry 2:
This record from OMol25 describes a structure of composition C32H35ClIrN3O7P at a distorted geometry. The level of theory is wB97M-V/def2-TZVPD.

total charge	0
2S+1	2
molecular weight	832.3	g/mol
Kohn-Sham gap (alpha / beta)	6.98 / 6.77	eV
E_HOMO (alpha / beta)	-7.155 / -7.002	eV
energy above the lowest of the compared OMol25 structures with the same formula, charge and spin	63.9	kcal per mole
energy	-77204.030	eV
<S²>	0.755

Positions of all 80 atoms, in Å:
C1 3.68 2.21 2.89
H1 -4.50 -0.27 -2.51
H2 4.20 0.23 -3.42
C2 -3.60 -0.69 -2.95
C3 1.62 3.38 1.46
H3 -2.84 0.62 1.75
H4 -1.64 1.70 3.67
H5 -4.65 1.77 -0.34
P1 -2.09 1.35 -1.06
H6 -3.14 0.06 -3.60
C4 1.14 -3.50 3.04
H7 0.61 -1.38 -5.11
C5 -1.34 -4.54 -0.88
H8 0.81 3.84 0.92
H9 4.49 1.75 3.45
H10 -3.70 4.08 -0.06
C6 1.33 -0.76 -1.81
H11 0.87 2.11 -2.76
H12 -5.44 4.15 -0.36
C7 -4.49 2.43 -1.19
O1 -2.07 1.95 0.36
H13 -5.24 2.21 -1.95
H14 -1.12 3.20 -3.93
C8 2.47 -0.56 -4.42
C9 3.03 -0.43 -5.74
C10 1.80 1.97 1.33
H15 -2.58 2.90 2.79
H16 -1.55 -4.93 0.11
N1 0.13 -3.36 0.88
H17 3.23 0.06 -1.19
C11 2.43 4.15 2.27
H18 -0.36 -1.55 -2.90
H19 0.10 4.35 -3.40
H20 -1.39 4.19 -2.48
H21 -2.54 -3.05 -2.56
Ir1 0.58 -0.74 0.03
C12 -1.21 -3.05 -0.89
C13 3.19 -0.17 -3.30
H22 2.42 -3.05 6.14
C14 -1.74 2.22 2.72
C15 -2.12 -2.37 -1.82
C16 -2.64 -1.15 -1.91
O2 -0.84 1.47 -1.92
C17 2.12 -3.56 5.24
H23 4.04 -0.34 2.67
C18 1.34 -4.88 2.92
H24 -0.38 -4.97 -1.18
H25 1.03 -5.37 2.01
C19 1.93 -5.59 3.95
H26 -2.11 -4.87 -1.57
C20 -4.48 3.88 -0.80
C21 2.32 -4.93 5.11
N2 3.48 -0.32 -6.79
C22 1.53 -2.85 4.21
C23 -1.93 1.20 1.64
C24 2.63 -0.26 -2.04
H27 1.37 -1.79 4.28
C25 0.55 -2.70 1.93
H28 2.09 -6.65 3.85
C26 2.89 1.42 2.06
O3 0.91 1.31 0.66
H29 -0.82 2.79 2.55
O4 3.01 -0.68 0.98
N3 -0.38 -2.46 -0.08
H30 -1.07 0.54 1.54
O5 0.49 -1.42 2.08
C27 1.19 -1.06 -4.25
H31 2.26 5.22 2.34
C28 0.05 2.59 -2.22
O6 -3.22 2.08 -1.83
C29 3.46 3.57 3.00
H32 2.79 -5.49 5.91
H33 0.43 2.95 -1.27
C30 -0.64 3.64 -3.05
C31 3.33 0.03 1.90
H34 -4.32 4.52 -1.67
Cl1 4.45 4.55 4.04
C32 0.64 -1.16 -2.98
O7 -2.36 -0.18 -0.92
H35 -3.88 -1.54 -3.58

Here are the Mulliken charges for atoms 1 to 6, given in e: -0.914 0.258 0.465 -1.512 -0.353 0.462

Entry 3:
This record from OMol25 describes a structure of composition C26H17N5PtS7 at a distorted geometry. The level of theory is wB97M-V/def2-TZVPD.

total charge	0
2S+1	5
molecular weight	819.0	g/mol
Kohn-Sham gap (alpha / beta)	6.74 / 4.47	eV
E_HOMO (alpha / beta)	-7.389 / -7.065	eV
energy	-113780.692	eV
<S²>	6.033

Positions of all 56 atoms, in Å:
N1 -1.24 0.05 2.32
N2 1.47 -0.48 -2.90
C1 -2.18 4.61 0.84
H1 4.34 1.81 -4.60
C2 3.93 -1.85 -5.73
C3 0.47 3.73 3.30
H2 -1.11 -2.55 6.06
H3 -1.42 -4.60 4.74
C4 -1.17 4.79 1.75
S1 -2.39 1.28 -2.23
S2 3.71 2.63 -2.39
H4 2.40 -1.99 -4.24
H5 -3.35 3.13 -0.22
C5 -1.11 2.39 2.02
H6 5.72 0.93 -6.39
C6 -2.34 -3.16 0.24
H7 -1.85 -5.66 2.46
C7 3.14 -1.36 -4.70
H8 -2.65 5.45 0.34
C8 2.57 1.45 -2.39
C9 -1.68 -2.27 2.26
H9 -2.43 -5.30 0.07
C10 -1.33 -1.09 3.01
C11 5.00 0.28 -5.91
S3 1.26 1.42 -1.21
C12 0.74 -0.12 -1.91
C13 -1.90 -4.66 2.04
S4 -4.70 -0.99 -1.44
N3 -2.05 2.25 1.07
C14 -2.58 3.31 0.51
C15 4.22 0.78 -4.89
C16 -0.59 3.67 2.38
C17 -0.63 1.21 2.68
H10 -2.63 -2.97 -0.78
S5 -4.61 0.09 0.20
S6 -0.52 -1.10 -1.36
N4 -2.07 -2.12 0.99
C18 -1.41 -3.64 4.25
C19 -2.23 -4.47 0.73
Pt1 -2.04 0.09 0.30
N5 2.47 0.36 -3.19
H11 0.87 0.45 4.00
C20 4.88 -1.04 -6.32
H12 -1.06 -0.35 5.01
H13 -0.81 5.78 2.00
C21 3.30 -0.05 -4.26
C22 -1.23 -2.49 4.99
H14 1.83 2.63 4.51
H15 0.89 4.70 3.54
C23 -1.65 -3.55 2.87
S7 -3.81 0.22 -3.06
C24 -1.19 -1.23 4.39
H16 5.52 -1.43 -7.10
C25 0.98 2.58 3.85
H17 3.80 -2.87 -6.06
C26 0.44 1.33 3.56

Here are the Mulliken charges for atoms 1 to 6, given in e: -0.602 -0.881 -0.970 0.211 -0.614 -0.908

Entry 4:
This record from OMol25 describes a structure of composition C13H14IN2O6P2RhS at a distorted geometry. The level of theory is wB97M-V/def2-TZVPD.

total charge	0
molecular weight	618.1	g/mol
Kohn-Sham gap (alpha / beta)	6.44 / 6.37	eV
E_HOMO (alpha / beta)	-8.155 / -8.161	eV
energy	-69499.536	eV

Positions of all 40 atoms, in Å:
H1 -0.60 1.94 -1.17
H2 -0.96 4.36 -0.82
C1 -0.02 4.39 1.09
H3 0.99 5.33 3.39
C2 0.66 3.65 2.09
H4 1.14 -4.24 -3.02
H5 1.12 -2.82 -4.11
C3 -0.46 3.79 -0.05
H6 2.56 1.59 4.77
O1 -2.02 -3.24 -0.57
H7 0.21 0.26 -3.90
H8 2.22 4.02 5.09
H9 -1.27 -3.91 -3.65
C4 0.33 1.64 0.72
P1 -0.21 -0.85 -2.09
H10 -1.64 -2.28 -3.81
H11 -0.18 5.45 1.26
H12 -2.15 -3.15 -2.44
H13 1.96 -2.76 -2.56
C5 1.55 1.57 2.90
C6 0.84 2.25 1.90
O2 0.34 -2.64 0.31
C7 2.03 2.16 4.03
N1 -1.69 -0.62 1.85
O3 -0.14 -4.93 -0.84
C8 -0.16 -2.67 -2.37
O4 -0.46 -0.39 -3.64
O5 1.06 -0.28 -1.57
C9 -0.27 2.41 -0.25
P2 -0.40 -3.49 -0.69
C10 1.16 4.27 3.26
N2 -1.40 -3.03 -3.16
Rh1 -0.06 -0.42 0.70
I1 1.87 -0.53 2.59
H14 -2.19 -2.30 -0.38
C11 1.83 3.54 4.20
C12 1.09 -3.15 -3.07
O6 -1.47 -0.56 -1.29
C13 -2.22 -1.58 2.30
S1 -2.98 -2.80 2.98

Here are the Mulliken charges for atoms 1 to 6, given in e: 0.291 0.395 -0.794 0.374 0.736 0.475

Q: What is the total charge in the second record?
A: 0